No. 1
62
Properties=species:S:1:pos:R:3:forces:R:3 method="wB97M-V/def2-TZVPD" homo_energy_ev=-11.44 relative_energy_kcal_mol=1.80 gap_ha=0.3196 spin_multiplicity=1 charge=+1 lumo_ev=-2.739
Zr 1.326 1.395 0.693 0.40 -0.59 0.35
S 1.005 5.777 1.252 0.59 -0.45 -0.43
S 3.033 3.485 0.833 0.12 -0.17 0.13
P -0.344 -0.570 -0.457 3.21 0.96 0.61
O -0.287 0.968 -0.644 -0.10 0.22 0.01
O 0.147 -1.111 -1.820 0.29 -1.14 -0.55
O -1.675 -1.152 -0.050 -2.10 0.41 0.26
O 0.686 3.442 0.029 -0.59 0.49 -0.18
O 0.732 -0.729 0.678 -0.47 0.13 -1.41
O 3.305 0.473 0.956 0.71 -0.54 -2.19
N 4.058 0.837 -1.173 0.33 0.26 -0.82
C -0.023 -2.386 -3.803 -0.22 -1.84 1.58
C -0.012 -3.590 -1.506 -0.94 1.02 0.48
C -1.268 1.768 4.022 0.05 -0.10 1.93
C -0.638 0.960 2.889 -1.85 -1.55 0.36
C -3.913 -1.272 0.740 -0.46 0.16 0.18
C 4.079 0.158 -0.026 -1.00 1.48 1.85
C -0.387 3.943 -0.822 0.42 -0.35 -0.57
C -3.135 0.975 -0.130 0.34 0.26 -0.75
C 0.839 1.168 2.769 -0.26 1.83 -0.80
C -3.434 -0.912 -1.770 0.08 0.89 1.46
C -0.953 -0.557 3.264 0.14 -0.16 -1.38
C -3.107 -0.534 -0.291 0.45 -0.63 -0.79
C 0.565 -2.494 -2.397 -0.40 1.42 -0.14
C 1.579 4.377 0.677 -0.87 -0.11 0.30
C 2.078 -2.396 -2.508 -0.47 0.75 -0.81
C 5.122 -0.868 0.187 0.03 -1.87 0.17
H -1.128 -3.442 -1.331 1.43 -0.24 -0.44
H -1.185 1.247 1.963 0.23 -0.30 0.17
H 1.409 0.290 3.003 0.62 -0.13 0.71
H 0.308 -3.275 -4.331 0.28 0.10 -0.49
H -0.451 -0.732 4.222 -0.51 -0.02 0.05
H 2.309 -1.639 -3.305 -0.05 -0.53 0.91
H -0.932 4.765 -0.389 -0.04 0.01 0.46
H -3.317 -1.983 -1.907 -0.33 0.00 -0.19
H 0.271 -1.466 -4.258 -0.04 0.41 -0.41
H -4.834 -0.721 0.913 -0.11 0.20 0.12
H -4.423 -0.497 -1.990 -0.11 -0.63 0.02
H -2.057 -0.708 3.297 0.81 0.10 0.43
H -3.379 -1.356 1.700 -0.22 -0.07 -0.52
H 4.690 0.507 -1.895 -0.09 0.13 0.13
H -0.824 1.325 4.985 -0.69 0.94 -1.13
H 5.390 -1.454 -0.728 -0.19 0.69 0.66
H -1.089 2.850 4.019 0.48 -0.19 -0.22
H -2.496 1.414 -0.900 -0.20 0.09 0.17
H -4.245 -2.230 0.359 0.31 -0.42 0.16
H -1.079 -2.539 -3.666 -0.71 0.51 -0.45
H 4.816 -1.590 0.979 -0.06 0.57 -0.69
H -2.774 -0.355 -2.421 0.44 -0.06 -0.23
H 2.443 -2.088 -1.557 0.67 0.28 0.75
H -0.979 3.071 -1.032 -0.45 -0.11 0.16
H -2.376 1.723 4.132 0.65 -0.53 -0.39
H 6.012 -0.397 0.601 0.12 0.28 -0.24
H 2.555 -3.315 -2.807 -0.06 -0.51 -0.03
H 0.039 4.255 -1.776 0.24 0.16 0.17
H -4.139 1.371 -0.290 -0.14 -0.42 -0.11
H -0.547 -1.364 2.570 -0.41 1.40 0.61
H 0.174 -4.548 -1.942 -0.04 -0.65 -0.44
H 1.102 2.151 3.210 0.50 -0.73 0.28
H -2.830 1.375 0.821 0.24 -0.24 0.53
H 3.724 1.811 -1.324 -0.03 -1.07 0.74
H 0.463 -3.608 -0.519 0.02 0.20 -0.12

=====

No. 2
74
Properties=species:S:1:pos:R:3:forces:R:3 method="wB97M-V/def2-TZVPD" homo_energy_ev=-12.34 relative_energy_kcal_mol=31.45 gap_ha=0.2386 spin_multiplicity=1 charge=+2 lumo_ev=-5.845
I -4.194 1.024 3.193 -0.04 -0.21 0.08
Se 0.642 0.148 -1.930 0.10 -0.23 0.13
As -2.654 -0.724 -0.359 0.38 0.16 -0.30
Ga -0.440 -0.739 1.097 -0.71 -1.35 -0.13
Cl -2.194 4.186 0.948 0.03 -0.04 0.03
Cl -0.610 1.864 1.809 0.37 0.86 0.12
S -0.502 -3.085 0.796 -0.04 0.35 -0.07
S 1.845 -0.223 1.171 -0.69 0.05 -0.28
O -1.619 -0.785 2.818 0.36 0.56 -0.54
N 1.799 -3.757 -0.507 0.00 0.07 0.28
N 2.099 -3.373 1.620 -0.07 -0.14 -0.07
N 2.988 0.462 3.538 -0.14 -0.23 -0.02
N 0.573 2.776 -3.113 0.00 -0.12 -0.11
N 0.695 1.168 -4.568 -0.02 0.11 -0.03
N -2.035 -2.604 4.049 -0.08 -0.05 -0.07
N 2.523 -1.672 3.448 0.00 0.24 0.04
C 3.076 1.876 3.216 0.13 0.25 -0.07
C -3.680 -0.839 4.087 0.09 0.27 -0.14
C -3.457 0.874 -1.120 0.13 -0.04 0.18
C -1.356 3.427 2.293 -0.36 0.02 -0.06
C 0.632 3.377 -4.371 0.01 -0.07 -0.21
C 0.792 2.604 -6.664 0.00 -0.06 -0.02
C 0.680 4.966 -6.113 -0.01 0.07 0.03
C -2.366 -1.408 3.589 0.07 -0.48 0.29
C 3.141 -3.907 -0.254 0.09 -0.01 0.07
C -4.155 -1.732 0.370 0.11 0.08 0.18
C 2.419 -0.513 2.789 -0.06 0.06 0.25
C 0.714 2.347 -5.305 -0.02 0.23 0.06
C 0.765 3.933 -7.050 0.02 -0.06 -0.03
C 1.169 -3.871 -1.810 -0.11 0.09 -0.22
C 0.614 1.440 -3.251 0.01 0.04 0.10
C 3.457 -0.102 4.696 -0.01 -0.11 0.10
C 0.620 4.709 -4.754 0.00 -0.01 0.08
C 3.320 -3.672 1.068 0.15 0.02 -0.10
C -2.360 -1.785 -1.959 0.01 -0.04 0.00
C 0.501 3.508 -1.870 0.02 0.13 0.12
C 1.189 -3.419 0.646 0.05 -0.05 -0.05
C 3.159 -1.424 4.635 0.13 0.03 0.11
B 1.872 -3.061 3.124 -0.14 0.03 -0.13
H 0.576 5.509 -4.028 -0.03 0.01 -0.02
H 3.955 0.466 5.462 0.02 0.05 -0.07
H 2.419 -3.892 3.781 0.05 -0.01 0.14
H -3.250 -1.691 -2.583 -0.04 0.00 0.06
H -4.794 -1.101 0.982 0.04 0.04 0.04
H 0.664 5.990 -6.459 0.02 -0.01 0.01
H 0.738 0.235 -4.938 0.03 -0.08 0.07
H 1.811 -4.462 -2.458 0.02 -0.02 0.04
H 4.218 -3.685 1.659 -0.02 -0.07 0.00
H 0.691 -2.962 3.347 0.05 -0.09 -0.03
H -2.072 3.226 3.080 0.07 -0.06 0.02
H -2.626 -3.129 4.673 -0.05 0.06 0.02
H 4.112 2.206 3.266 0.01 -0.07 0.02
H 1.375 4.152 -1.769 -0.01 -0.01 0.00
H -1.492 -1.425 -2.503 0.00 0.02 0.05
H -3.733 1.589 -0.349 0.01 -0.02 0.05
H 3.839 -4.181 -1.025 -0.01 0.00 0.01
H 1.029 -2.880 -2.244 0.01 -0.01 0.01
H 0.204 -4.361 -1.719 0.03 -0.04 0.05
H -3.793 -2.579 0.953 0.02 0.00 -0.01
H 2.485 2.455 3.924 -0.03 -0.05 -0.01
H -4.727 -2.111 -0.476 0.02 0.02 -0.02
H -0.550 4.067 2.629 0.06 -0.04 -0.05
H -2.215 -2.826 -1.680 -0.02 0.01 0.03
H -1.165 -3.024 3.743 0.07 0.00 -0.02
H 0.816 4.177 -8.102 0.01 0.00 0.01
H -0.399 4.121 -1.859 -0.04 0.03 0.03
H -2.739 1.328 -1.801 0.04 -0.02 0.03
H 3.364 -2.212 5.338 -0.03 0.00 -0.02
H 2.708 2.037 2.208 -0.05 -0.01 0.02
H 0.472 2.802 -1.046 0.00 -0.05 0.00
H 0.877 1.808 -7.391 -0.04 0.01 0.00
H -4.494 -1.535 3.897 0.02 -0.01 -0.04
H -3.623 -0.666 5.159 0.05 -0.02 0.01
H -4.341 0.564 -1.675 0.00 -0.01 0.02

=====

No. 3
18
Properties=species:S:1:pos:R:3:forces:R:3 method="wB97M-V/def2-TZVPD" homo_energy_ev=-9.34 relative_energy_kcal_mol=55.24 gap_ha=0.3683 spin_multiplicity=1 charge=0 smiles="C=NC(=C)CC.O" lumo_ev=0.679
O 3.051 0.097 -0.607 -0.77 0.50 0.99
N -0.485 0.665 1.055 0.37 -0.29 0.20
C -0.063 0.617 -1.901 -1.43 -0.89 -0.68
C -0.609 -1.676 0.487 -0.79 -1.22 0.74
C -0.613 0.527 2.299 -1.25 0.26 0.69
C -1.317 0.133 -1.113 0.13 0.25 -0.25
C -0.895 -0.415 0.212 0.68 0.60 -0.34
H 0.683 -0.170 -1.803 0.50 0.54 0.29
H 2.656 0.983 -0.600 0.35 0.03 -0.62
H 0.229 1.642 -1.692 0.35 -0.21 0.21
H -1.163 -0.298 2.767 0.25 -0.27 -0.23
H -2.019 0.948 -0.920 0.07 0.07 -0.19
H -1.818 -0.578 -1.771 -0.07 -0.29 0.47
H -0.925 -2.518 -0.119 0.10 0.36 -0.44
H -0.373 0.527 -2.948 0.23 0.53 -0.06
H 2.614 -0.202 0.211 0.41 -0.55 -0.34
H -0.266 -2.018 1.463 0.32 0.45 -0.11
H -0.400 1.328 3.005 0.54 0.12 -0.32